98
Properties=species:S:1:pos:R:3:lowdin_charge:R:1 method="wB97M-V/def2-TZVPD" orbital_gap_ev=6.6 total_energy_ev=-255525.80584 fmax_ha_per_bohr=0.01725 charge=-2 relative_energy_ev=0.000 e_homo_ha=-0.12634 lumo_energy_ev=3.19
Pb 0.3900 -0.5720 -0.6793 1.28
Br -6.7245 1.1360 -1.8450 0.74
C -4.9158 0.6122 -1.6835 -0.69
C -4.5560 -0.3155 -0.7317 -0.10
C -3.2094 -0.6328 -0.6456 -0.11
N -2.2829 -0.0945 -1.4318 0.06
C -2.6459 0.7900 -2.3529 -0.21
C -3.9676 1.1831 -2.5126 -0.06
C -1.5511 1.4195 -3.1745 -0.20
C -1.8257 2.0626 -4.3702 -0.06
C -0.7747 2.6976 -5.0069 -0.67
Br -1.0872 3.5732 -6.6567 0.73
C 0.4864 2.6986 -4.4575 -0.08
C 0.6613 1.9916 -3.2783 -0.12
N -0.3275 1.3493 -2.6652 0.07
H -5.2825 -0.7826 -0.0820 0.11
H -2.8524 -1.3521 0.0888 0.08
H -4.2495 1.9384 -3.2312 0.10
H -2.8136 2.0607 -4.8063 0.10
H 1.3103 3.2188 -4.9225 0.11
H 1.6361 1.9295 -2.8092 0.11
C -1.6903 2.1807 4.0230 -0.55
C -0.3767 1.4319 4.2608 -0.52
S 0.0559 0.3943 2.8456 0.83
C 0.2527 -1.2422 3.5902 -0.53
C -1.0290 -1.9813 3.9629 -0.49
S -2.1776 -2.2745 2.5781 0.90
C -3.5916 -1.2443 3.0346 -0.55
C -3.4400 0.2646 2.7795 -0.56
S -3.1871 1.1989 4.3301 0.85
H -1.7354 2.5731 3.0059 0.05
H -1.7752 3.0241 4.7114 0.06
H -0.4540 0.8039 5.1492 0.07
H 0.4314 2.1521 4.4103 0.07
H 0.8875 -1.1435 4.4762 0.08
H 0.7955 -1.8176 2.8365 0.04
H -1.5824 -1.4526 4.7408 0.06
H -0.7562 -2.9727 4.3270 0.07
H -3.8244 -1.4396 4.0821 0.05
H -4.4165 -1.6454 2.4406 0.06
H -4.3451 0.6559 2.3075 0.05
H -2.5847 0.4603 2.1342 0.01
O -2.3338 -7.4972 -1.4610 -0.05
C -2.8965 -6.4369 -1.7957 -0.71
O -4.0418 -6.2386 -2.2613 -0.07
C -2.0664 -5.1653 -1.6178 -0.10
C -2.1123 -4.1570 -2.5798 0.00
C -1.3990 -2.9960 -2.3806 -0.14
N -0.6733 -2.7741 -1.2757 -0.02
C -0.5825 -3.7508 -0.3638 -0.19
C -1.2580 -4.9531 -0.5080 0.06
C 0.3026 -3.4773 0.8512 -0.67
O 0.2524 -4.2693 1.7911 0.01
O 1.0140 -2.4147 0.7993 -0.25
H -2.7204 -4.2923 -3.4644 0.11
H -1.4045 -2.1967 -3.1150 0.10
H -1.1481 -5.7116 0.2530 0.13
O -0.4576 6.3076 -0.7427 0.10
C -1.5735 6.1273 -0.0666 -0.52
O -2.2636 7.0487 0.3219 0.05
C -1.9719 4.7135 0.1826 -0.06
C -3.2409 4.3443 0.5461 -0.02
N -3.2395 3.0016 0.6251 0.01
N -2.0383 2.4536 0.3468 0.13
C -1.2557 3.4888 0.0825 -0.14
C 0.1860 3.2837 -0.3190 -0.61
O 0.6202 4.1417 -1.1542 -0.02
O 0.7983 2.3352 0.1716 -0.10
H -0.0200 5.4075 -0.9617 0.02
H -4.1130 4.9455 0.7460 0.13
H -4.0122 2.3927 0.8306 0.13
N 2.0975 -1.2388 -3.7787 -0.07
C 1.5923 -1.0736 -2.7479 -0.43
C 4.7476 0.9695 3.7367 -0.09
C 4.1000 -0.2870 3.1877 -0.31
O 4.3357 -0.4521 1.7878 -0.30
P 3.3406 0.3334 0.7461 0.85
O 4.2622 1.6966 0.6257 -0.31
C 3.9235 2.6730 -0.3723 -0.30
C 5.0954 3.6173 -0.5078 -0.08
O 3.7082 -0.4317 -0.6217 -0.38
C 5.0098 -0.7868 -1.1022 -0.28
C 5.3124 -2.2300 -0.7654 -0.08
H 4.6345 0.9961 4.8240 0.07
H 4.2886 1.8626 3.3107 0.07
H 5.8105 0.9900 3.4880 0.08
H 3.0212 -0.2719 3.3785 0.08
H 4.5153 -1.1728 3.6656 0.11
H 3.0121 3.1982 -0.0898 0.09
H 3.7296 2.1698 -1.3261 0.11
H 5.2955 4.1112 0.4461 0.07
H 4.8742 4.3819 -1.2566 0.07
H 5.9964 3.0776 -0.8090 0.07
H 5.7525 -0.1054 -0.6819 0.11
H 4.9700 -0.6474 -2.1816 0.11
H 5.3832 -2.3655 0.3134 0.07
H 6.2544 -2.5314 -1.2325 0.07
H 4.5121 -2.8697 -1.1404 0.08